[1]
A structure of composition C34H30Co2N2O5P. Source: the OMol25 dataset; level of theory: ωB97M-V with the def2-TZVPD basis set.

Results
Electronic energy: -133500.890 eV
ΔE to the lowest compared entry with this formula, charge and spin: 40.1 kcal per mole
Frontier orbital gap: 5.278 eV
Charge: -1
LUMO energy: 0.08012 hartree

Each line ends with the Mulliken charge.
Cartesian coordinates (Å):
O1 1.33502 -5.27091 0.45175  -0.397
C1 0.99172 -4.21193 0.21136  0.023
Co1 0.47119 -2.52878 -0.21792  -0.010
C2 -1.22616 -2.52573 -0.88262  0.167
O2 -2.30203 -2.50392 -1.25766  -0.400
C3 0.21687 -1.37995 1.14618  0.680
O3 0.00533 -0.64956 1.99432  -0.437
C4 2.13423 -1.56481 -0.93057  -1.119
C5 1.29939 -2.05255 -2.02103  1.490
C6 1.57027 -3.41023 -2.54028  -1.118
C7 0.60099 -4.13391 -3.20896  0.779
C8 0.67831 -5.54960 -3.31631  -0.688
C9 -0.35541 -6.26243 -3.85805  -0.538
C10 -1.48380 -5.61296 -4.33920  -0.437
C11 -1.57477 -4.22887 -4.27337  -0.626
C12 -0.56133 -3.49444 -3.72258  -0.148
Co2 1.41839 0.00382 -1.97221  0.531
C13 0.04130 -0.01966 -3.15416  0.104
O4 -0.82922 -0.05263 -3.88942  -0.482
C14 2.89047 0.34234 -2.91020  -0.108
O5 3.85312 0.56591 -3.47791  -0.482
P1 1.10864 1.58275 -0.33441  0.671
C15 -0.62089 1.70294 0.16405  0.314
C16 -0.98838 2.67185 1.06908  -0.526
C17 -2.30095 2.74781 1.50035  -0.806
C18 -3.23839 1.85494 1.02298  -0.587
C19 -2.86988 0.89593 0.10343  -0.634
C20 -1.56044 0.82593 -0.33293  0.149
C21 2.26861 1.20122 0.99526  0.603
C22 1.87211 1.19585 2.31368  -0.649
C23 2.75895 0.82451 3.30628  -0.599
C24 4.05849 0.49677 2.97853  -0.667
C25 4.46133 0.52203 1.65803  -0.795
C26 3.56375 0.87011 0.66458  -0.535
C27 1.63761 3.04121 -1.24679  0.889
C28 2.71714 3.76754 -0.79760  -0.438
C29 3.13226 4.88899 -1.49153  -0.719
C30 2.46132 5.27703 -2.63294  -0.488
C31 1.38463 4.54161 -3.08460  -0.758
C32 0.97112 3.41839 -2.39026  -0.375
H1 3.19548 -1.69468 -1.13685  0.420
H2 2.45372 -3.92453 -2.20335  0.461
H3 1.53229 -6.05663 -2.90071  0.381
H4 -0.31037 -7.33984 -3.86449  0.366
H5 -2.29580 -6.18932 -4.75048  0.369
H6 -2.46107 -3.72588 -4.62498  0.416
H7 -0.63443 -2.41823 -3.68143  0.300
H8 -0.24722 3.36599 1.43416  0.473
H9 -2.58841 3.49988 2.21503  0.416
H10 -4.25809 1.90560 1.37072  0.397
H11 -3.59540 0.18912 -0.26359  0.404
H12 -1.27679 0.08143 -1.05852  -0.144
H13 0.84256 1.40628 2.55514  0.423
H14 2.42601 0.75707 4.32929  0.410
H15 4.75642 0.21941 3.75301  0.377
H16 5.46991 0.24357 1.40049  0.423
H17 3.86772 0.87322 -0.37149  0.422
H18 3.23983 3.45056 0.09047  0.331
H19 3.98639 5.44859 -1.15003  0.416
H20 2.78230 6.15310 -3.17377  0.372
H21 0.87452 4.83348 -3.98714  0.403
H22 0.13971 2.82819 -2.74252  0.327
C33 -3.40657 -4.05457 2.73564  -1.017
N1 -2.54214 -2.89568 2.95096  0.284
C34 -2.53866 -2.47404 4.35677  -0.951
N2 -2.77206 -1.83963 1.99673  -0.743
H23 -3.07176 -4.88618 3.35245  0.326
H24 -4.43941 -3.81554 2.98198  0.346
H25 -3.35190 -4.35962 1.69271  0.267
H26 -2.13778 -3.26853 4.98277  0.329
H27 -1.91436 -1.59283 4.48571  0.210
H28 -3.54627 -2.23888 4.69498  0.346
H29 -1.92901 -1.28135 2.08330  0.156
H30 -2.71554 -2.25088 1.07361  0.449

=====

[2]
A structure of composition C34H30IMgN7O2. Source: the OMol25 dataset; level of theory: ωB97M-V with the def2-TZVPD basis set.

Results
Electronic energy: -63815.681 eV
ΔE to the lowest compared entry with this formula, charge and spin: 4.0 kcal per mole
Frontier orbital gap: 6.642 eV
Charge: 0
LUMO energy: 0.00959 hartree

Each line ends with the Mulliken charge.
Cartesian coordinates (Å):
Mg1 -0.52260 -0.66264 -1.07887  1.077
C1 -4.05531 -3.38233 -1.89414  -0.905
C2 -4.47809 -2.09031 -1.27517  0.340
N1 -5.69318 -1.89974 -0.84115  -0.721
C3 -6.04197 -0.70109 -0.26454  -1.148
C4 -5.15200 0.31060 -0.00177  0.561
C5 -5.63776 1.57657 0.64307  -0.637
O1 -5.07069 2.74846 0.02500  -0.551
C6 -3.82417 0.08803 -0.45115  0.336
C7 -2.78187 1.11356 -0.18752  -1.279
N2 -1.58297 0.77874 0.10578  0.542
C8 -0.93818 1.44228 1.13848  -0.583
C9 -0.64004 2.80770 0.97198  0.409
C10 -0.20490 3.60974 1.99294  -0.771
C11 -0.13486 3.06564 3.24873  -0.593
C12 -0.50003 1.71518 3.50836  -0.437
C13 -0.82235 0.86558 2.43747  -0.245
I1 -1.36737 -1.07233 2.85694  0.130
C14 -3.43421 -1.04475 -1.17260  0.939
O2 -2.29870 -1.25146 -1.72905  -0.437
H1 -4.91433 -4.02101 -2.22558  0.371
H2 -3.33476 -3.21751 -2.70283  0.148
H3 -3.46963 -4.05376 -1.14031  0.183
H4 -7.10893 -0.61405 0.09262  0.268
H5 -6.71633 1.68202 0.65444  0.454
H6 -5.32784 1.49530 1.71994  0.252
H7 -5.56789 3.58481 0.23033  0.299
H8 -3.18886 2.08957 0.02787  1.041
H9 -0.69095 3.23422 -0.07678  0.278
H10 -0.01848 4.69742 1.79359  0.386
H11 0.11744 3.72141 4.09298  0.377
H12 -0.55172 1.34775 4.52981  0.458
C15 4.67630 4.42573 -0.27171  -1.543
C16 3.83046 3.17932 -0.34062  0.748
C17 4.24436 2.05651 0.37581  -1.519
C18 3.40000 0.97116 0.51754  -1.069
C19 2.17004 0.77566 -0.20587  1.482
N3 1.38977 -0.25803 0.01451  0.510
C20 1.76540 -1.20337 0.88303  -0.606
C21 1.96925 -0.91840 2.25173  0.116
C22 2.57716 -1.81245 3.08143  -0.987
C23 2.91268 -3.08417 2.61553  0.890
C24 3.65354 -3.99776 3.56767  -1.467
C25 2.59890 -3.44458 1.31765  -0.775
C26 1.77255 -2.66273 0.52983  -0.075
N4 1.16125 -3.16800 -0.63083  0.302
C27 1.49811 -4.24806 -1.41351  -0.102
C28 0.57826 -4.41200 -2.38528  -1.024
C29 -0.37455 -3.37937 -2.19806  -0.243
N5 -0.07870 -2.69486 -1.03949  -0.237
C30 1.95734 1.86000 -1.22589  -0.119
C31 2.71017 3.07854 -1.14942  -0.817
N6 1.05993 1.72778 -2.30650  0.655
C32 1.27080 2.33429 -3.50059  -0.039
C33 0.56107 1.70543 -4.48755  -1.079
C34 -0.09196 0.64406 -3.85736  -0.230
N7 0.13875 0.66842 -2.53100  -0.306
H13 4.24063 5.18259 0.36168  0.300
H14 4.72983 4.86586 -1.27977  0.341
H15 5.64493 4.21420 0.16077  0.360
H16 5.17561 2.17410 0.82608  0.445
H17 3.65526 0.15011 1.14443  0.484
H18 1.83719 0.09608 2.63552  0.847
H19 2.93581 -1.49734 4.05097  0.309
H20 2.96588 -4.79148 4.02139  0.251
H21 4.13927 -3.42275 4.35593  0.358
H22 4.45822 -4.59256 3.04924  0.359
H23 2.80428 -4.45011 0.93809  0.328
H24 2.45271 -4.77832 -1.44607  0.351
H25 0.60420 -5.20957 -3.15939  0.379
H26 -1.18613 -3.20445 -2.86870  0.524
H27 2.39324 3.93969 -1.76971  0.316
H28 1.80097 3.27593 -3.74770  0.227
H29 0.66153 2.04113 -5.52705  0.396
H30 -0.71078 -0.09981 -4.38570  0.418

=====

[3]
A structure of composition C34H30N5OS4SeSiY. Source: the OMol25 dataset; level of theory: ωB97M-V with the def2-TZVPD basis set.

Results
Electronic energy: -162858.096 eV
ΔE to the lowest compared entry with this formula, charge and spin: 49.1 kcal per mole
Frontier orbital gap: 5.151 eV
Charge: 0
LUMO energy: -0.04101 hartree

Each line ends with the Mulliken charge.
Cartesian coordinates (Å):
Y1 -0.00845 -0.01824 -0.02121  0.168
S1 1.46205 2.30106 1.15669  -0.200
C1 2.21165 1.93686 2.65509  0.594
C2 2.93565 2.93786 3.32299  -0.852
C3 3.69685 2.65426 4.43029  -0.519
C4 3.77795 1.35466 4.92319  -0.672
C5 3.00695 0.36896 4.34259  -0.478
C6 2.20375 0.66596 3.24929  -0.448
S2 1.19615 -0.66694 2.61079  0.134
C7 -0.37085 -0.34864 3.51689  -1.221
C8 -1.40135 0.57396 2.91799  0.859
C9 -2.56505 0.79336 3.65039  -1.026
C10 -3.47435 1.72226 3.17959  -0.622
C11 -3.17115 2.43866 2.03249  -1.051
C12 -2.00475 2.14626 1.33729  0.963
C13 -1.60595 2.98246 0.15929  -1.440
S3 -1.24995 2.06386 -1.41691  -0.121
C14 0.17325 2.97886 -2.03881  0.024
C15 -0.06755 4.28126 -2.46501  -0.552
C16 0.93835 5.06136 -2.99741  -0.789
C17 2.21505 4.52786 -3.11821  -0.576
C18 2.45995 3.23686 -2.71801  -0.818
C19 1.45615 2.42766 -2.16651  0.881
S4 1.93155 0.81786 -1.73021  -0.346
N1 -1.16235 1.20026 1.77199  0.843
H1 2.89635 3.93876 2.92259  0.451
H2 4.25165 3.44476 4.91419  0.365
H3 4.42975 1.11866 5.75159  0.374
H4 3.02315 -0.64424 4.72189  0.439
H5 -0.06385 0.05876 4.48299  0.646
H6 -0.80715 -1.33524 3.68329  0.533
H7 -2.74215 0.23876 4.55989  0.544
H8 -4.39755 1.90116 3.70909  0.431
H9 -3.82255 3.22626 1.68739  0.483
H10 -0.67385 3.50966 0.39039  0.531
H11 -2.40365 3.68766 -0.07761  0.479
H12 -1.06655 4.67956 -2.38081  0.419
H13 0.73865 6.07686 -3.30631  0.392
H14 3.01245 5.12506 -3.53581  0.369
H15 3.44645 2.80766 -2.80271  0.490
Se1 4.95415 -5.24894 -2.97151  0.288
N2 3.86145 -4.08734 -3.71551  -0.875
C20 2.96605 -3.70014 -2.82641  1.021
C21 1.91375 -2.75614 -3.08611  0.471
C22 1.65785 -2.20074 -4.34261  -0.785
C23 0.63265 -1.28744 -4.47241  -1.248
C24 -0.07005 -0.90214 -3.33371  -0.348
N3 0.14885 -1.41874 -2.13711  0.567
C25 1.09725 -2.35914 -2.00641  -0.448
C26 1.24165 -2.97424 -0.70091  0.333
N4 0.38235 -2.58294 0.25449  0.165
C27 0.36135 -3.24434 1.39819  -0.475
C28 1.26205 -4.26284 1.70749  -0.998
C29 2.22265 -4.60574 0.77959  -0.646
C30 2.20095 -3.98304 -0.47131  0.445
C31 3.10855 -4.30844 -1.53451  0.889
N5 4.10585 -5.16524 -1.43031  -0.892
H16 2.26365 -2.50374 -5.18201  0.542
H17 0.40025 -0.84594 -5.42791  0.451
H18 -0.83795 -0.13954 -3.37951  0.469
H19 -0.42425 -2.96214 2.08999  0.502
H20 1.21585 -4.74684 2.66909  0.478
H21 2.96725 -5.36104 0.97629  0.564
C32 -3.30265 -1.62944 -2.51561  -1.147
Si1 -3.45005 -0.95974 -0.72161  0.592
C33 -4.48495 0.64626 -0.90921  -1.098
C34 -4.54195 -2.21204 0.23109  -1.316
O1 -2.06325 -0.69214 -0.00201  -0.207
H22 -4.25175 -2.00884 -2.88321  0.487
H23 -2.57455 -2.43464 -2.57751  0.264
H24 -2.98825 -0.84254 -3.19681  0.263
H25 -5.38145 0.47116 -1.49621  0.501
H26 -3.90385 1.41176 -1.41661  0.289
H27 -4.78745 1.04436 0.05499  0.250
H28 -5.52765 -2.28544 -0.21771  0.349
H29 -4.67405 -1.92964 1.27069  0.308
H30 -4.10515 -3.20514 0.21789  0.314